ORCA calculation (ωB97M-V/def2-TZVPD) on a cluster of 2 separate species, C4H5N in total at a distorted geometry.

Computed properties:
orbital gap	10.05	eV
SMILES string	C=C=C.C#N
E_HOMO	-9.3	eV
lowest unoccupied orbital energy	0.7086	eV
DFT total energy	-5714.6915	eV
ΔE to the lowest compared entry with this formula, charge and spin	400.9	kJ/mol

Structure (XYZ):
```
10
Properties=species:S:1:pos:R:3:forces:R:3
N -0.03109 -2.51109 0.78914 0.8 -0.7 3.1
C 0.28856 1.76008 0.94447 -0.7 3.7 0.6
C 0.60758 0.70179 0.32269 0.1 -1.4 -1.9
C -0.42608 -2.38244 -0.25445 -1.6 -1.6 -3.3
C 0.36836 -0.22048 -0.57751 0.4 2.7 -0.6
H 0.36783 2.84047 0.56262 0.6 -1.9 0.5
H -0.75357 -2.53263 -1.28305 0.1 0.5 0.8
H 1.05513 -0.93468 -0.99314 0.0 0.1 0.0
H -0.40936 1.67895 1.74095 -0.2 -0.1 1.1
H -0.54675 0.18673 -1.06541 0.6 -1.4 -0.3
```
Positions in Å, forces in eV/Å.

Results of the natural (NBO) charge analysis, in e, for atoms 1 through 8: N -0.302; C -0.475; C 0.105; C 0.063; C -0.540; H 0.223; H 0.240; H 0.230

ORCA calculation (ωB97M-V/def2-TZVPD) on an isolated molecule of C4H5N at a distorted geometry.

Computed properties:
orbital gap	11.68	eV
E_HOMO	-10.7	eV
lowest unoccupied orbital energy	1.0262	eV
DFT total energy	-5716.9493	eV
ΔE to the lowest compared entry with this formula, charge and spin	183.1	kJ/mol

Structure (XYZ):
```
10
Properties=species:S:1:pos:R:3:forces:R:3
N -0.29598 -1.47453 -0.72951 -0.7 -0.6 -0.8
C -0.11684 -0.55551 0.31708 -0.1 0.0 0.2
C -0.51268 0.86188 0.02780 -0.1 0.2 0.0
C 0.93248 0.51459 0.24647 0.2 0.0 0.0
C -0.77172 -2.16320 -1.55486 0.7 0.5 0.7
H -0.35644 -0.98412 1.28465 0.1 0.1 -0.1
H -1.06593 1.39748 0.79153 0.2 0.0 -0.1
H 1.39416 0.80050 1.18729 -0.1 -0.1 -0.2
H -0.81969 1.06250 -0.99452 0.0 0.0 0.2
H 1.59834 0.51994 -0.61079 -0.2 0.0 0.1
```
Positions in Å, forces in eV/Å.

Results of the natural (NBO) charge analysis, in e, for atoms 1 through 8: N -0.528; C -0.088; C -0.407; C -0.409; C 0.290; H 0.231; H 0.224; H 0.224

ORCA calculation (ωB97M-V/def2-TZVPD) on an isolated molecule of C4H5N at a distorted geometry.

Computed properties:
orbital gap	9.38	eV
SMILES string	c1cc[nH]c1
E_HOMO	-8.3	eV
lowest unoccupied orbital energy	1.1275	eV
DFT total energy	-5717.2332	eV
ΔE to the lowest compared entry with this formula, charge and spin	155.7	kJ/mol

Structure (XYZ):
```
10
Properties=species:S:1:pos:R:3:forces:R:3
N 0.37124 1.16137 -0.37521 -1.5 -0.8 0.3
C 0.41869 -0.99098 0.30204 0.2 -0.3 0.3
C -0.94463 -0.64546 0.25497 0.0 0.1 0.1
C 1.15684 0.11188 -0.01589 -0.3 -0.5 0.1
C -1.14551 0.65070 -0.12110 2.5 0.2 -1.1
H -1.77631 -1.30775 0.48175 0.2 0.1 -0.3
H 0.81799 -1.96082 0.52491 0.1 -0.1 0.2
H 0.95828 2.02442 -0.43311 -2.2 -0.4 -0.1
H -2.10081 0.79043 -0.69404 1.4 1.3 0.6
H 2.24421 0.16620 0.07568 -0.4 0.3 -0.3
```
Positions in Å, forces in eV/Å.

Results of the natural (NBO) charge analysis, in e, for atoms 1 through 8: N -0.573; C -0.356; C -0.253; C -0.005; C -0.122; H 0.225; H 0.220; H 0.420

ORCA calculation (ωB97M-V/def2-TZVPD) on an isolated molecule of C4H5N at a distorted geometry.

Computed properties:
orbital gap	8.01	eV
E_HOMO	-7.0	eV
lowest unoccupied orbital energy	1.0124	eV
DFT total energy	-5713.8987	eV
ΔE to the lowest compared entry with this formula, charge and spin	477.4	kJ/mol

Structure (XYZ):
```
10
Properties=species:S:1:pos:R:3:forces:R:3
N -1.14066 -0.26727 -0.01517 -0.4 -0.1 0.0
C -0.03897 -1.05342 0.00578 0.5 -0.4 0.1
C -1.07589 1.03261 0.08112 4.8 0.2 -0.2
C 1.19816 -0.37596 0.03551 -0.3 -0.5 -0.1
C 1.22060 0.95239 -0.05397 -4.8 0.3 0.1
H -2.03473 -0.75287 -0.10486 0.2 0.2 0.0
H 1.76295 1.84016 0.14216 0.4 0.3 0.1
H -1.82553 1.72619 -0.23753 -0.4 0.0 -0.1
H -0.16182 -2.11764 0.06647 -0.1 -0.1 0.0
H 2.09588 -0.98418 0.08050 0.1 0.1 0.1
```
Positions in Å, forces in eV/Å.

Results of the natural (NBO) charge analysis, in e, for atoms 1 through 8: N -0.472; C -0.177; C -0.096; C -0.340; C -0.161; H 0.412; H 0.207; H 0.187

ORCA calculation (ωB97M-V/def2-TZVPD) on an isolated molecule of C4H5N at a distorted geometry.

Computed properties:
orbital gap	10.56	eV
SMILES string	C/C=C/C#N
E_HOMO	-10.2	eV
lowest unoccupied orbital energy	0.4087	eV
DFT total energy	-5717.5953	eV
ΔE to the lowest compared entry with this formula, charge and spin	120.7	kJ/mol

Structure (XYZ):
```
10
Properties=species:S:1:pos:R:3:forces:R:3
N 2.60157 0.10447 0.07812 1.2 0.3 0.0
C -2.26925 -0.07910 0.09638 -1.6 0.9 -4.3
C 0.13502 -0.37620 -0.05229 -2.7 -1.8 -1.2
C 1.47791 -0.06113 -0.02934 0.8 -0.1 0.2
C -0.86768 0.50079 -0.11586 -1.3 -1.0 1.2
H -0.20419 -1.48184 -0.17715 1.1 1.9 0.5
H -2.53786 -0.94865 -0.61014 0.9 1.1 1.0
H -0.79527 1.57844 -0.04630 0.5 0.0 -0.2
H -3.12395 0.64584 -0.16257 1.4 -0.7 0.6
H -2.40574 -0.43118 1.05596 -0.2 -0.6 2.2
```
Positions in Å, forces in eV/Å.

Results of the natural (NBO) charge analysis, in e, for atoms 1 through 8: N -0.292; C -0.657; C -0.344; C 0.244; C -0.079; H 0.242; H 0.223; H 0.217

ORCA calculation (ωB97M-V/def2-TZVPD) on an isolated molecule of C4H5N.

Computed properties:
orbital gap	10.54	eV
SMILES string	C#C[C@H]1CN1
E_HOMO	-9.4	eV
lowest unoccupied orbital energy	1.1474	eV
DFT total energy	-5716.0069	eV
ΔE to the lowest compared entry with this formula, charge and spin	274.0	kJ/mol

Structure (XYZ):
```
10
Properties=species:S:1:pos:R:3:forces:R:3
N -0.61770 1.16857 -0.82623 -0.2 0.2 0.0
C 0.23503 -0.08994 1.13990 -0.2 -0.1 0.4
C -0.07018 -0.43682 2.25324 0.1 0.2 -0.4
C 0.47596 0.41443 -0.19688 0.1 0.0 0.1
C -0.28526 -0.14205 -1.35443 0.1 -0.4 0.0
H -0.34466 -0.71050 3.24865 0.1 0.0 -0.2
H -0.95607 -0.98254 -1.17227 0.2 0.2 0.0
H 1.46726 0.82799 -0.38298 -0.2 -0.1 0.1
H 0.20125 -0.13905 -2.32382 -0.1 0.0 0.1
H -1.44254 1.09392 -0.23495 0.1 0.1 -0.1
```
Positions in Å, forces in eV/Å.

Results of the natural (NBO) charge analysis, in e, for atoms 1 through 8: N -0.553; C -0.040; C -0.226; C -0.171; C -0.236; H 0.238; H 0.203; H 0.227

ORCA calculation (ωB97M-V/def2-TZVPD) on an isolated molecule of C4H5N at a distorted geometry.

Computed properties:
orbital gap	10.46	eV
SMILES string	C#C[C@H]1CN1
E_HOMO	-9.4	eV
lowest unoccupied orbital energy	1.0993	eV
DFT total energy	-5713.4437	eV
ΔE to the lowest compared entry with this formula, charge and spin	521.3	kJ/mol

Structure (XYZ):
```
10
Properties=species:S:1:pos:R:3:forces:R:3
N -1.15154 -0.37391 -0.74491 0.6 -0.5 -0.6
C -1.13822 0.87853 0.39009 0.1 -0.3 -1.1
C 1.05909 -0.38246 0.28035 0.4 0.2 0.2
C -0.38224 -0.39845 0.47678 0.2 -0.4 0.0
C 2.25114 -0.38926 0.11980 -0.3 0.0 0.1
H -0.64156 -0.00792 -1.53598 0.6 -0.2 -0.1
H -0.50697 1.69292 0.00946 -0.5 -0.2 0.0
H -0.72188 -1.14147 1.19187 0.1 -0.1 -0.1
H 3.31175 -0.38509 -0.01039 -0.2 0.0 0.0
H -2.07959 0.50711 -0.17708 -0.8 1.4 1.6
```
Positions in Å, forces in eV/Å.

Results of the natural (NBO) charge analysis, in e, for atoms 1 through 8: N -0.557; C -0.385; C -0.038; C -0.180; C -0.209; H 0.368; H 0.193; H 0.226

ORCA calculation (ωB97M-V/def2-TZVPD) on an isolated molecule of C4H5N at a distorted geometry.

Computed properties:
orbital gap	8.72	eV
E_HOMO	-7.8	eV
lowest unoccupied orbital energy	0.9050	eV
DFT total energy	-5714.9038	eV
ΔE to the lowest compared entry with this formula, charge and spin	380.4	kJ/mol

Structure (XYZ):
```
10
Properties=species:S:1:pos:R:3:forces:R:3
N 0.52317 1.23871 -0.30239 -1.1 -0.7 -0.3
C -0.93431 -0.74537 0.17075 -0.5 0.8 0.8
C -1.35755 0.48850 -0.08552 2.2 1.5 -0.7
C 0.46250 -1.01481 0.24452 -0.2 -0.2 0.2
C 1.21357 0.14966 0.00725 -0.8 -0.6 -0.1
H -2.26042 0.67898 -0.68981 0.9 1.0 0.2
H 2.32424 0.15345 0.07677 -1.0 0.1 0.0
H 1.10428 2.08985 -0.40890 -1.2 -0.5 0.1
H 0.90219 -1.97526 0.45569 0.0 0.1 0.2
H -1.97766 -1.06371 0.53164 1.7 -1.4 -0.4
```
Positions in Å, forces in eV/Å.

Results of the natural (NBO) charge analysis, in e, for atoms 1 through 8: N -0.652; C -0.284; C -0.026; C -0.425; C 0.060; H 0.222; H 0.207; H 0.393

ORCA calculation (ωB97M-V/def2-TZVPD) on an isolated molecule of C4H5N at a distorted geometry.

Computed properties:
orbital gap (alpha / beta)	8.57 / 9.34	eV
E_HOMO (alpha / beta)	-7.7 / -11.7	eV
lowest unoccupied orbital energy (alpha / beta)	0.8804 / -2.3745	eV
DFT total energy	-5712.7872	eV
2S+1	3
ΔE to the lowest compared entry with this formula, charge and spin	193.4	kJ/mol

Structure (XYZ):
```
10
Properties=species:S:1:pos:R:3:forces:R:3
N -2.49742 0.97089 -0.91638 0.9 0.0 0.1
C -1.46565 0.43110 -0.87451 -0.2 -1.9 -0.2
C 0.54746 0.10802 1.11052 -0.6 2.3 1.8
C 0.68773 -0.81111 0.05139 -0.5 -2.3 -1.0
C -0.36407 -0.53493 -0.94191 -3.5 1.0 0.0
H 1.50933 0.64878 1.15814 -0.6 0.3 0.8
H 1.49152 -0.98208 -0.66999 1.1 -0.2 1.8
H 0.18296 -0.23167 2.16705 0.7 0.3 -1.9
H 0.25390 -0.34924 -1.72362 0.6 0.7 -3.6
H -0.34577 0.75024 0.63931 2.1 -0.2 2.2
```
Positions in Å, forces in eV/Å.

Results of the natural (NBO) charge analysis, in e, for atoms 1 through 8: N -0.282; C 0.141; C -0.690; C -0.127; C -0.152; H 0.233; H 0.184; H 0.262

ORCA calculation (ωB97M-V/def2-TZVPD) on the ion C4H5N2 with charge +1 at a distorted geometry.

Computed properties:
orbital gap	9.70	eV
SMILES string	C[N+]#CN1C=C1
E_HOMO	-14.4	eV
net charge	+1
lowest unoccupied orbital energy	-4.7112	eV
DFT total energy	-7196.4779	eV
ΔE to the lowest compared entry with this formula, charge and spin	393.1	kJ/mol

Structure (XYZ):
```
11
Properties=species:S:1:pos:R:3:forces:R:3
N -0.80460 -0.50714 -1.40783 -0.3 -0.1 -1.1
N 0.17336 0.02561 0.73185 0.3 0.1 0.2
C -1.96099 -1.16942 -2.43381 2.9 -0.3 1.1
C -0.72036 -1.50598 -2.39313 0.7 -0.4 -1.9
C 0.90434 0.94391 1.53339 -0.3 -0.1 4.7
C -0.26732 -0.30684 -0.29182 -0.3 0.3 0.7
H 1.17408 1.82978 1.08663 0.9 1.6 -2.0
H 0.29665 1.42112 2.42015 0.3 -1.6 -1.6
H 1.78207 0.51910 2.11387 -1.1 0.0 -1.3
H 0.08836 -2.03813 -2.96204 -0.8 0.5 1.0
H -2.96926 -1.33065 -2.35522 -2.3 0.1 0.1
```
Positions in Å, forces in eV/Å.

Results of the natural (NBO) charge analysis, in e, for atoms 1 through 8: N -0.480; N -0.279; C 0.145; C 0.033; C -0.466; C 0.718; H 0.236; H 0.264